Record 1
{
  "formula": "C5H15NOS",
  "method": "ωB97M-V/def2-TZVPD",
  "symbols": ["C", "C", "C", "O", "H", "H", "H", "H", "H", "H", "H", "H", "N", "C", "C", "S", "H", "H", "H", "H", "H", "H", "H"],
  "coordinates": [[0.801623, 1.784102, -2.659926], [-0.098632, 1.007106, -1.704213], [0.300696, -0.470255, -1.670372], [-0.599590, -1.290047, -1.002668], [0.578116, 2.850193, -2.647226], [0.682971, 1.419736, -3.683177], [1.860308, 1.674278, -2.428885], [-0.011541, 1.437574, -0.707284], [-1.136356, 1.099229, -2.046544], [0.409288, -0.798867, -2.712203], [1.294254, -0.527738, -1.202594], [-1.036916, -0.927353, -0.163281], [-1.755552, -0.728821, 1.195544], [-0.776464, -1.126801, 2.221411], [0.576498, -0.476738, 1.944786], [1.729130, -0.725933, 3.331979], [-2.427112, -1.470401, 1.053983], [-2.220840, 0.144649, 1.378666], [-1.153112, -0.841074, 3.203792], [-0.642005, -2.211802, 2.171198], [0.440755, 0.588934, 1.810354], [0.952335, -0.920558, 1.028567], [2.232137, 0.510596, 3.288095]],
  "atomic_forces_ev_per_a": [[0.0, 0.0, -0.2], [0.2, -0.1, -0.4], [0.0, 0.8, 0.2], [-0.4, -0.8, -0.2], [0.0, 0.0, 0.0], [-0.1, 0.1, 0.0], [0.1, -0.1, 0.2], [-0.2, 0.0, 0.2], [0.1, -0.1, 0.2], [-0.1, -0.2, 0.2], [0.2, 0.0, -0.1], [0.7, 0.3, -0.9], [0.1, -0.5, 0.3], [-0.2, 0.3, 0.1], [-0.4, -0.2, 0.1], [0.0, 0.0, -0.1], [-0.3, 0.2, 0.1], [-0.1, 0.1, 0.2], [0.2, -0.2, 0.2], [-0.2, 0.1, 0.1], [0.0, 0.2, -0.1], [0.3, 0.1, -0.1], [0.1, 0.0, 0.1]],
  "smiles": "CCCO.NCCS",
  "de_lowest_kj_mol": 67.4,
  "e_tot_ha": -727.66005,
  "orbital_gap_ev": 9.96
}

---

Record 2
{
  "formula": "C5H15NOSi2",
  "method": "ωB97M-V/def2-TZVPD",
  "symbols": ["C", "C", "C", "C", "C", "N", "O", "Si", "Si", "H", "H", "H", "H", "H", "H", "H", "H", "H", "H", "H", "H", "H", "H", "H"],
  "coordinates": [[-1.470210, -2.331133, -0.596005], [-1.115994, -0.853732, -0.437946], [0.054695, 2.230090, -0.205377], [2.385736, 1.681560, -0.154281], [2.085994, -1.501044, 0.555860], [1.038242, 1.194132, 0.030956], [-3.712126, 1.070001, -0.199457], [-2.951062, 0.131353, 0.723985], [0.593043, -0.454691, 0.029331], [-0.934342, -2.809905, -1.418481], [-1.250754, -2.887851, 0.313374], [-1.417285, -0.293279, -1.322382], [-0.905917, 1.952558, 0.214003], [0.390997, 3.157926, 0.261775], [-0.080093, 2.415351, -1.275748], [2.607938, 2.459110, 0.582698], [3.112267, 0.881816, -0.048007], [2.496769, 2.120452, -1.151898], [1.765091, -2.504529, 0.818349], [2.791801, -1.597109, -0.268531], [2.616925, -1.082334, 1.408091], [-3.478747, -1.172449, 1.126008], [-2.090154, 0.623307, 1.815214], [-2.532803, -2.429606, -0.801542]],
  "atomic_forces_ev_per_a": [[0.2, -0.1, 0.0], [0.6, 0.1, 0.6], [-0.4, 0.2, -0.2], [0.3, 0.1, 0.1], [-0.8, 0.1, -0.2], [-0.2, -1.1, -0.1], [-0.2, 0.5, -0.5], [1.5, -0.7, 0.0], [-0.6, 0.9, -0.2], [0.0, -0.1, 0.0], [-0.1, -0.1, 0.1], [0.2, 0.4, 0.0], [-0.1, 0.0, 0.0], [-0.1, 0.0, 0.0], [0.0, 0.1, 0.0], [0.0, 0.0, 0.0], [0.1, 0.0, 0.0], [0.0, 0.0, 0.0], [-0.1, -0.2, 0.0], [0.0, 0.1, -0.1], [-0.1, 0.2, 0.0], [-0.2, -0.4, 0.1], [0.0, 0.3, 0.4], [-0.1, -0.1, 0.1]],
  "de_lowest_kj_mol": 130.9,
  "e_tot_ha": -908.44738,
  "orbital_gap_ev": 8.05
}

---

Record 3
{
  "formula": "C5H15NP",
  "method": "ωB97M-V/def2-TZVPD",
  "symbols": ["C", "C", "C", "C", "C", "N", "P", "H", "H", "H", "H", "H", "H", "H", "H", "H", "H", "H", "H", "H", "H", "H"],
  "coordinates": [[0.213615, 1.805655, -1.356994], [-0.011497, -0.331957, -2.563670], [-1.802020, 0.780611, 0.682242], [0.816638, -1.326726, 0.739459], [-0.387435, 0.487850, -1.446091], [-1.146793, 0.034206, -0.512937], [1.427498, -1.432502, 2.351218], [0.537614, 2.276910, -2.262670], [1.060112, 1.791824, -0.646176], [-0.511072, 2.438480, -1.040456], [0.992197, -0.680140, -2.472232], [-0.038759, 0.246356, -3.412805], [-0.690941, -1.149728, -2.715075], [-1.417822, 1.837360, 0.566900], [-2.810767, 0.560783, 0.690499], [-1.209694, 0.421012, 1.611248], [1.652026, -1.034300, 0.040629], [0.208667, -2.110081, 0.263545], [0.531343, -1.947866, 3.403013], [-1.560933, -0.874329, -0.629558], [1.768988, -0.011078, 2.838388], [2.495397, -2.206821, 2.787472]],
  "atomic_forces_ev_per_a": [[1.9, -0.4, 0.2], [-0.7, -1.7, 0.5], [6.1, 0.4, -0.1], [1.2, -0.1, 0.1], [-0.1, -0.1, 1.0], [-2.0, 1.4, 0.7], [-1.2, 1.4, 0.6], [0.4, -0.5, -0.8], [-0.4, 0.0, -0.1], [-2.0, 2.3, 1.5], [0.9, -0.4, 0.3], [0.0, 1.4, -2.1], [-0.1, -0.7, 0.0], [-1.4, -1.0, 0.2], [-2.0, 0.0, 0.0], [-1.3, 0.2, -1.5], [-0.8, -0.1, 0.8], [0.4, 0.0, 0.8], [0.4, 0.7, -1.3], [0.3, -0.4, -0.2], [-0.3, -2.3, -0.6], [0.7, 0.0, 0.0]],
  "charge": 1,
  "de_lowest_kj_mol": 286.6,
  "e_tot_ha": -595.23397,
  "orbital_gap_ev": 7.85
}

---

Record 4
{
  "formula": "C5H15NP",
  "method": "ωB97M-V/def2-TZVPD",
  "symbols": ["C", "C", "C", "C", "C", "N", "P", "H", "H", "H", "H", "H", "H", "H", "H", "H", "H", "H", "H", "H", "H", "H"],
  "coordinates": [[-3.557003, -0.247265, 0.615610], [2.677763, -1.011604, -0.346208], [1.083596, 1.572141, -1.214515], [-2.632248, -0.709939, -0.427183], [1.201602, -1.112474, 0.106744], [0.895223, 1.170938, 1.606251], [0.409968, 0.501100, 0.109007], [-4.631759, -0.554417, 0.344867], [-3.257041, -0.559501, 1.702337], [-3.746270, 0.869511, 0.581831], [2.635577, -0.184260, -1.033501], [3.322800, -0.660520, 0.530754], [3.015167, -1.914852, -0.874806], [0.344822, 1.942041, -1.937317], [1.898491, 1.035367, -1.899572], [1.594273, 2.415750, -0.995970], [-2.560578, -0.301329, -1.373138], [-1.851189, -1.426130, -0.043323], [1.171184, -1.564767, 0.982194], [0.602321, -1.673507, -0.552512], [0.523321, 2.041593, 1.813688], [0.859979, 0.372115, 2.304762]],
  "atomic_forces_ev_per_a": [[-1.3, 0.8, 1.0], [0.0, 0.7, 0.9], [0.0, -3.2, -3.3], [2.1, -0.7, 3.8], [1.6, 2.2, -3.5], [0.5, -4.2, -1.2], [-0.4, 1.1, 0.7], [1.3, -0.2, 0.6], [-0.8, 0.4, -2.2], [0.6, -1.0, 0.1], [1.0, -0.2, -0.4], [-0.7, -0.9, -1.3], [0.1, 0.3, 0.5], [-0.3, -0.5, 0.4], [-2.0, 0.8, 1.4], [1.6, 2.7, 1.9], [-0.1, 0.5, -1.9], [-1.1, 0.5, -1.1], [-0.6, -1.9, 4.4], [-0.6, -0.9, -1.1], [-0.8, 1.7, 1.1], [-0.1, 2.1, -0.6]],
  "charge": 1,
  "de_lowest_kj_mol": 310.1,
  "e_tot_ha": -595.22501,
  "orbital_gap_ev": [5.66, 8.77]
}

---

Record 5
{
  "formula": "C5H15NS",
  "method": "ωB97M-V/def2-TZVPD",
  "symbols": ["C", "C", "C", "S", "H", "H", "H", "H", "H", "H", "H", "H", "C", "N", "C", "H", "H", "H", "H", "H", "H", "H"],
  "coordinates": [[-2.123791, -1.606088, 0.276700], [-1.013246, -2.101480, 1.223682], [-0.832682, -1.216215, 2.455569], [-0.072701, 0.455411, 2.123441], [-3.049837, -1.291273, 0.767354], [-2.362929, -2.359396, -0.534167], [-1.852008, -0.739088, -0.258443], [-1.105747, -3.165431, 1.450560], [-0.018871, -2.110954, 0.717081], [-0.221619, -1.654804, 3.296867], [-1.813412, -0.880150, 2.839112], [-0.063464, 0.974111, 0.873163], [2.229291, 1.398942, -0.579367], [0.861908, 1.710749, -1.079018], [0.767539, 1.533431, -2.532882], [2.383725, 1.654784, 0.499149], [2.333287, 0.337982, -0.669098], [3.016163, 1.960932, -1.137301], [0.771887, 2.694676, -0.860456], [1.557302, 1.995720, -3.155713], [-0.185628, 1.920861, -2.890930], [0.794832, 0.487278, -2.825303]],
  "atomic_forces_ev_per_a": [[-0.3, -1.5, -0.5], [1.1, 0.1, -0.5], [-0.7, 0.6, -0.2], [1.0, 0.6, 1.4], [0.1, -0.5, 0.3], [0.2, 0.6, 1.1], [0.8, 1.1, -0.6], [-0.6, 0.1, 0.5], [-0.7, 0.2, -0.1], [-0.5, 0.5, -1.1], [0.4, -0.7, 0.1], [-0.6, -1.2, -0.4], [-0.1, 0.8, 0.2], [1.2, 0.4, 0.2], [-0.1, 0.1, -0.3], [-0.6, -0.2, -0.8], [0.6, -0.7, -0.1], [-0.4, -0.6, 0.1], [-0.5, 0.2, -0.2], [0.0, 0.2, 0.5], [0.0, 0.1, 0.1], [0.0, -0.3, 0.4]],
  "smiles": "CCCS.CNC",
  "de_lowest_kj_mol": 116.2,
  "e_tot_ha": -652.38818,
  "orbital_gap_ev": 9.47
}

---

Record 6
{
  "formula": "C5H15NS",
  "method": "ωB97M-V/def2-TZVPD",
  "symbols": ["C", "C", "C", "S", "H", "H", "H", "H", "H", "H", "H", "H", "C", "N", "C", "H", "H", "H", "H", "H", "H", "H"],
  "coordinates": [[1.283661, 1.599835, -1.445819], [0.029132, 1.544262, -2.297143], [-1.006254, 0.553758, -1.776695], [-0.462840, -1.172513, -1.842031], [1.040755, 1.897402, -0.423650], [2.011036, 2.322796, -1.826319], [1.786372, 0.635687, -1.417976], [-0.446674, 2.529986, -2.348941], [0.270029, 1.287983, -3.337563], [-1.930157, 0.639708, -2.345216], [-1.245522, 0.770811, -0.734296], [-0.253138, -1.302341, -0.540455], [-1.258708, -0.943900, 2.353610], [-0.062263, -0.513135, 1.650568], [0.973622, -1.533470, 1.685841], [-2.012765, -0.160285, 2.300312], [-1.663143, -1.819517, 1.852855], [-1.084364, -1.206790, 3.403275], [0.303407, 0.337021, 2.061125], [1.297210, -1.782122, 2.706649], [1.838981, -1.239723, 1.096201], [0.591623, -2.445450, 1.225668]],
  "atomic_forces_ev_per_a": [[0.2, 0.3, 0.0], [-0.1, 0.0, -0.3], [0.0, 0.3, 0.2], [-0.1, -0.2, -0.5], [0.0, -0.1, 0.0], [-0.1, 0.0, 0.0], [-0.1, -0.1, 0.1], [0.1, 0.0, 0.1], [0.1, 0.0, 0.2], [0.0, -0.1, -0.1], [0.0, 0.0, 0.0], [0.1, 0.0, 0.4], [0.0, 0.2, -0.1], [0.2, -0.1, -0.1], [0.0, -0.1, 0.1], [0.0, 0.0, 0.1], [-0.1, -0.1, -0.1], [0.0, 0.0, 0.1], [-0.1, 0.0, 0.0], [0.0, 0.0, 0.0], [0.1, 0.2, 0.0], [-0.1, -0.1, 0.0]],
  "smiles": "CCCS.CNC",
  "de_lowest_kj_mol": 29.8,
  "e_tot_ha": -652.42107,
  "orbital_gap_ev": 9.59
}